Here is a 11-piece molecular cluster, C75H177N11O19 overall at a distorted geometry from OMol25. Energies are from the ωB97M-V functional and the def2-TZVPD basis.

Positions of all 282 atoms, in Å:
C  -1.537  7.773  -0.605
C  -0.500  7.682  -1.655
C  0.648  8.594  -1.244
C  1.536  7.959  -0.194
C  2.046  6.625  -0.761
C  0.871  5.634  -1.082
N  -0.037  6.296  -1.988
O  -1.299  5.455  -2.049
C  1.474  4.500  -1.888
C  0.330  5.082  0.256
C  -1.219  8.173  -2.983
H  -1.152  7.629  0.397
H  -2.304  7.006  -0.713
H  -2.093  8.691  -0.633
H  1.152  8.760  -2.181
H  0.203  9.506  -0.872
H  0.809  7.670  0.604
H  2.312  8.656  0.124
H  2.670  6.074  -0.035
H  2.601  6.881  -1.663
H  0.692  3.750  -1.968
H  1.770  4.828  -2.853
H  2.396  3.990  -1.560
H  -0.420  4.340  0.153
H  1.176  4.617  0.830
H  -0.024  5.856  0.988
H  -1.956  7.436  -3.231
H  -0.524  8.343  -3.802
H  -1.729  9.169  -2.770
H  -1.248  5.037  -2.934
C  7.936  -4.370  0.981
C  6.550  -4.097  0.530
C  6.554  -4.521  -0.994
C  5.055  -4.673  -1.494
C  4.298  -5.659  -0.608
C  4.293  -5.275  0.852
N  5.641  -4.993  1.284
O  5.478  -4.415  2.612
C  3.355  -4.038  0.980
C  3.652  -6.409  1.645
C  6.328  -2.563  0.725
H  8.190  -3.943  1.924
H  8.587  -4.031  0.205
H  8.110  -5.456  1.059
H  7.000  -3.854  -1.758
H  7.173  -5.431  -1.045
H  5.081  -5.130  -2.513
H  4.725  -3.656  -1.538
H  4.729  -6.625  -0.648
H  3.261  -5.781  -0.848
H  3.411  -3.634  1.999
H  3.620  -3.340  0.192
H  2.374  -4.485  0.811
H  3.536  -5.959  2.633
H  2.716  -6.705  1.223
H  4.416  -7.204  1.735
H  5.663  -2.114  -0.019
H  7.274  -2.126  0.696
H  5.901  -2.399  1.689
H  6.212  -4.804  3.108
C  1.264  1.631  1.943
C  0.501  0.541  1.219
C  -0.947  0.444  1.809
C  -1.831  -0.354  0.881
C  -1.918  0.287  -0.496
C  -0.551  0.386  -1.133
N  0.339  1.020  -0.148
O  1.688  1.054  -0.649
C  -0.058  -0.956  -1.605
C  -0.781  1.434  -2.211
C  1.286  -0.901  1.316
H  0.929  2.609  1.578
H  2.360  1.468  1.744
H  1.091  1.499  3.013
H  -0.883  0.079  2.817
H  -1.338  1.413  1.921
H  -2.840  -0.461  1.399
H  -1.440  -1.442  0.913
H  -2.380  1.260  -0.537
H  -2.510  -0.347  -1.066
H  -0.736  -1.323  -2.436
H  0.969  -0.960  -1.861
H  -0.312  -1.710  -0.848
H  -1.681  1.121  -2.751
H  -0.957  2.430  -1.657
H  0.017  1.591  -2.954
H  2.258  -0.794  0.825
H  0.774  -1.794  0.981
H  1.422  -1.126  2.403
H  1.773  1.885  -1.073
C  1.789  -2.606  -10.866
O  2.378  -1.322  -11.058
C  3.083  -0.951  -9.885
C  2.286  -0.193  -8.858
N  1.491  -1.127  -8.008
C  1.008  -0.531  -6.761
C  0.613  -1.526  -5.767
O  1.789  -2.227  -5.276
C  1.528  -3.533  -4.899
H  1.235  -2.804  -11.841
H  0.999  -2.634  -10.101
H  2.423  -3.471  -10.640
H  3.899  -0.313  -10.222
H  3.563  -1.818  -9.477
H  1.606  0.479  -9.373
H  2.996  0.444  -8.228
H  2.167  -1.874  -7.705
H  0.073  -0.043  -6.983
H  1.783  0.147  -6.507
H  -0.103  -2.239  -6.158
H  0.060  -1.001  -4.969
H  1.000  -4.187  -5.676
H  0.933  -3.584  -3.987
H  2.522  -4.076  -4.665
C  -4.032  3.974  -0.697
O  -4.549  3.157  -1.707
C  -4.278  3.594  -3.037
C  -5.073  2.672  -4.025
N  -4.528  1.333  -4.117
C  -5.202  0.484  -5.118
C  -4.088  -0.340  -5.783
O  -4.593  -1.264  -6.694
C  -3.766  -1.921  -7.567
H  -2.983  4.206  -0.845
H  -4.224  3.460  0.262
H  -4.586  4.950  -0.753
H  -3.244  3.492  -3.255
H  -4.637  4.586  -3.248
H  -4.994  3.188  -4.989
H  -6.164  2.643  -3.751
H  -4.590  0.904  -3.201
H  -5.643  1.211  -5.805
H  -6.062  -0.130  -4.695
H  -3.504  -0.826  -5.008
H  -3.450  0.358  -6.321
H  -3.054  -1.162  -8.059
H  -4.396  -2.514  -8.242
H  -3.013  -2.562  -7.053
C  -4.137  -2.575  -2.066
O  -3.886  -3.288  -3.288
C  -4.977  -3.969  -3.872
C  -4.624  -4.590  -5.190
N  -3.867  -5.832  -5.199
C  -3.913  -6.605  -6.403
C  -3.196  -6.020  -7.624
O  -1.853  -5.915  -7.292
C  -1.061  -5.198  -8.208
H  -3.170  -2.258  -1.628
H  -4.604  -3.251  -1.306
H  -4.697  -1.700  -2.325
H  -5.936  -3.373  -3.951
H  -5.225  -4.735  -3.205
H  -4.207  -3.869  -5.834
H  -5.644  -4.764  -5.559
H  -2.919  -5.553  -5.057
H  -4.910  -6.943  -6.657
H  -3.489  -7.593  -6.201
H  -3.574  -5.034  -7.990
H  -3.323  -6.597  -8.519
H  -0.616  -5.845  -8.956
H  -0.448  -4.481  -7.697
H  -1.691  -4.467  -8.828
C  -5.673  -6.167  3.980
O  -6.074  -4.948  3.455
C  -5.281  -4.393  2.395
C  -5.611  -2.964  2.209
N  -6.905  -2.803  1.582
C  -7.097  -1.551  0.861
C  -8.330  -1.528  -0.026
O  -9.523  -1.263  0.705
C  -10.635  -1.701  -0.034
H  -4.537  -6.233  4.226
H  -5.809  -7.008  3.277
H  -6.244  -6.322  4.895
H  -5.359  -5.016  1.540
H  -4.251  -4.503  2.689
H  -4.857  -2.537  1.415
H  -5.364  -2.373  3.076
H  -7.678  -2.845  2.270
H  -6.269  -1.468  0.158
H  -7.145  -0.658  1.528
H  -8.366  -2.496  -0.459
H  -8.218  -0.745  -0.850
H  -10.742  -0.923  -0.875
H  -11.559  -1.500  0.522
H  -10.614  -2.830  -0.341
C  -4.160  -3.190  5.784
O  -3.331  -3.723  4.732
C  -2.222  -2.833  4.390
C  -1.199  -3.462  3.461
N  -1.824  -4.126  2.335
C  -0.889  -4.714  1.381
C  -1.548  -5.282  0.136
O  -0.560  -5.699  -0.839
C  -1.050  -5.965  -2.116
H  -3.640  -3.019  6.723
H  -5.055  -3.851  5.965
H  -4.406  -2.166  5.513
H  -1.786  -2.533  5.310
H  -2.753  -1.993  3.939
H  -0.714  -4.292  4.085
H  -0.477  -2.689  3.215
H  -2.455  -4.804  2.681
H  -0.258  -5.524  1.773
H  -0.189  -3.896  1.138
H  -2.184  -4.497  -0.185
H  -2.122  -6.176  0.391
H  -1.546  -6.963  -2.107
H  -0.206  -5.953  -2.775
H  -1.833  -5.253  -2.369
C  6.559  -2.053  7.149
O  5.849  -0.963  6.588
C  5.980  0.186  7.402
C  5.238  1.369  6.722
N  3.798  1.163  6.721
C  3.003  2.038  5.861
C  1.558  1.626  6.041
O  1.416  0.367  5.411
C  0.091  -0.047  5.412
H  6.219  -2.356  8.158
H  7.648  -1.781  7.312
H  6.497  -2.842  6.413
H  6.998  0.525  7.574
H  5.443  -0.072  8.321
H  5.681  1.559  5.681
H  5.402  2.313  7.230
H  3.612  0.191  6.402
H  3.207  1.953  4.817
H  3.167  3.070  6.170
H  0.858  2.381  5.646
H  1.261  1.452  7.147
H  -0.147  -0.463  6.399
H  -0.073  -0.840  4.602
H  -0.649  0.788  5.206
C  11.223  2.404  2.221
O  9.880  2.730  2.621
C  9.051  1.579  2.403
C  7.725  1.874  3.019
N  6.841  2.699  2.180
C  5.527  2.961  2.804
C  4.664  3.753  1.867
O  5.096  5.064  1.533
C  5.318  5.910  2.604
H  11.338  2.487  1.160
H  11.429  1.435  2.569
H  11.898  3.099  2.691
H  9.410  0.726  3.023
H  8.936  1.301  1.382
H  7.808  2.213  4.051
H  7.255  0.901  3.013
H  7.245  3.552  1.873
H  5.719  3.481  3.730
H  4.977  2.033  3.016
H  3.631  3.926  2.225
H  4.612  3.290  0.866
H  6.250  5.719  3.131
H  4.531  5.750  3.402
H  5.344  6.897  2.212
C  -0.900  4.816  3.889
O  -1.956  4.035  4.320
C  -3.038  4.290  3.485
C  -3.727  5.666  3.873
N  -3.899  5.778  5.327
C  -3.040  6.629  6.008
C  -2.954  6.363  7.490
O  -1.922  7.298  7.943
C  -1.467  6.942  9.219
H  -1.227  5.834  3.740
H  -0.515  4.383  2.972
H  -0.072  4.722  4.592
H  -3.827  3.489  3.601
H  -2.643  4.257  2.522
H  -4.692  5.799  3.329
H  -3.206  6.534  3.500
H  -4.858  5.989  5.631
H  -3.237  7.680  5.891
H  -2.037  6.488  5.577
H  -2.538  5.393  7.652
H  -3.862  6.548  8.053
H  -0.863  6.096  9.191
H  -2.230  6.908  10.001
H  -0.837  7.739  9.487

Calculated values
Total energy: -4994.95650 a.u.
SMILES: CC1(C)CCCC(C)(C)N1O.CC1(C)CCCC(C)(C)N1O.CC1(C)CCCC(C)(C)N1O.COCCNCCOC.COCCNCCOC.COCCNCCOC.COCCNCCOC.COCCNCCOC.COCCNCCOC.COCCNCCOC.COCCNCCOC
Energy above the lowest of the compared OMol25 structures with the same formula, charge and spin: 253.6 kJ/mol

These are the Löwdin partial charges, in e, on atoms 1 to 5: atom 1 (C): -0.062, atom 2 (C): -0.510, atom 3 (C): -0.148, atom 4 (C): -0.162, atom 5 (C): -0.113